A molecular structure, CH5N5 at a distorted geometry, computed with wB97M-V/def2-TZVPD.

HOMO level (alpha / beta) = -6.0456 / -9.4148 eV
gap between HOMO and LUMO (alpha / beta) = 7.0 / 7.6 eV
relative energy (zero: lowest compared OMol25 entry of this formula, charge and spin) = 124.9 kJ/mol

Structure (ORCA input):
```
! RIJCOSX wB97M-V def2-TZVPD def2/J DEFGRID3
* xyz 0 3
C -0.295 1.272 0.729
N -0.756 0.134 1.588
N -0.656 -0.948 1.076
N 0.211 0.823 -0.552
N -0.145 -1.001 -0.167
N 0.712 -1.823 -0.816
H -1.096 1.942 0.608
H 0.431 1.842 1.267
H -0.557 0.987 -1.330
H 0.444 -1.595 -1.776
H 1.707 -1.633 -0.626
*
```

Results of the Löwdin charge analysis, in e, for atoms 1 through 8:
1. C -0.31
2. N 0.03
3. N -0.04
4. N -0.01
5. N -0.17
6. N 0.04
7. H 0.08
8. H 0.09